1.
{"formula": "C16H23N3O2S2", "method": "ωB97M-V with the def2-TZVPD basis set", "molar_mass_g_mol": 353.5, "smiles": "Cc1ccccc1CSCC(=O)NNC(=S)NC[C@@H]1CCCO1", "relative_energy_kcal_mol": 38.4, "gap_ha": 0.331, "e_homo_ev": -8.36, "elements": ["C", "C", "C", "C", "C", "C", "C", "C", "H", "H", "S", "C", "C", "O", "N", "N", "C", "N", "H", "C", "H", "H", "C", "C", "H", "C", "H", "C", "H", "H", "O", "H", "H", "H", "S", "H", "H", "H", "H", "H", "H", "H", "H", "H", "H", "H"], "coordinates": [[-3.156, -2.126, 0.773], [-2.404, -1.599, -0.408], [-1.277, -2.266, -0.870], [-0.562, -1.802, -1.960], [-0.977, -0.658, -2.618], [-2.102, 0.015, -2.175], [-2.817, -0.438, -1.072], [-4.006, 0.335, -0.605], [-4.329, 1.063, -1.350], [-4.840, -0.318, -0.349], [-3.687, 1.272, 0.945], [-2.538, 2.542, 0.335], [-1.191, 1.995, -0.077], [-0.583, 2.381, -1.059], [-0.679, 1.073, 0.759], [0.509, 0.445, 0.405], [0.815, -0.744, 0.976], [1.822, -1.482, 0.464], [2.060, -2.283, 1.031], [2.811, -1.082, -0.505], [3.091, -1.959, -1.095], [2.398, -0.337, -1.187], [4.092, -0.524, 0.151], [3.871, 0.806, 0.895], [3.817, 0.664, 1.972], [5.074, 1.645, 0.464], [4.871, 2.712, 0.470], [5.324, 1.100, -0.940], [6.349, 1.226, -1.288], [4.639, 1.565, -1.664], [5.071, -0.290, -0.849], [5.933, 1.438, 1.102], [2.947, 1.278, 0.562], [4.495, -1.292, 0.826], [-0.010, -1.271, 2.314], [0.752, 0.667, -0.558], [-1.183, 0.601, 1.511], [-2.412, 3.237, 1.166], [-2.988, 3.069, -0.507], [-2.425, 0.907, -2.691], [-0.432, -0.287, -3.473], [0.314, -2.337, -2.298], [-0.955, -3.162, -0.361], [-2.607, -2.938, 1.240], [-3.314, -1.347, 1.516], [-4.134, -2.498, 0.465]], "forces_ev_per_angstrom": [[-0.05, -0.03, 0.00], [0.09, -0.01, -0.11], [-0.10, -0.01, 0.02], [0.02, 0.02, -0.14], [0.11, -0.04, -0.08], [-0.15, -0.12, 0.03], [0.10, -0.12, -0.27], [0.12, 0.33, 0.45], [-0.08, -0.11, -0.05], [-0.07, 0.04, -0.05], [-0.18, 0.20, -0.05], [-0.43, -0.35, 0.02], [0.27, 0.00, 0.25], [0.15, 0.19, -0.29], [0.14, -0.22, 0.41], [0.14, 0.01, -0.60], [-0.07, 0.20, 0.13], [0.10, 0.07, 0.01], [-0.21, 0.13, 0.01], [0.57, 0.16, -0.12], [-0.09, 0.12, -0.05], [0.03, -0.04, -0.08], [-0.42, -0.17, 0.15], [0.13, -0.07, -0.08], [-0.09, 0.02, 0.03], [0.03, -0.20, -0.19], [0.02, 0.07, 0.03], [0.07, 0.37, 0.03], [-0.06, 0.04, -0.02], [0.08, 0.00, 0.04], [-0.04, -0.22, -0.08], [0.04, 0.04, 0.00], [-0.02, 0.01, 0.05], [-0.09, 0.07, -0.04], [-0.29, -0.33, 0.65], [-0.05, -0.06, 0.17], [0.05, 0.07, -0.26], [0.01, 0.04, -0.06], [0.19, 0.02, 0.02], [-0.03, 0.11, -0.01], [0.06, 0.03, -0.08], [0.08, -0.06, -0.04], [0.04, -0.07, 0.09], [0.00, -0.05, 0.05], [0.02, -0.03, 0.09], [-0.12, -0.06, 0.02]], "nbo_charge": [-0.65, -0.02, -0.20, -0.22, -0.23, -0.22, 0.02, -0.55, 0.23, 0.24, 0.20, -0.63, 0.65, -0.64, -0.47, -0.45, 0.30, -0.60, 0.42, -0.23, 0.22, 0.20, 0.09, -0.44, 0.23, -0.42, 0.22, -0.07, 0.19, 0.16, -0.53, 0.21, 0.21, 0.17, -0.28, 0.43, 0.45, 0.26, 0.24, 0.21, 0.22, 0.21, 0.22, 0.23, 0.23, 0.21]}

2.
{"formula": "C16H23N5O2", "method": "ωB97M-V with the def2-TZVPD basis set", "molar_mass_g_mol": 317.4, "smiles": "CCN1CCN(CCc2nc3cc([N+](=O)[O-])ccc3n2C)CC1", "relative_energy_kcal_mol": 65.4, "gap_ha": 0.310, "e_homo_ev": -8.42, "elements": ["C", "H", "H", "H", "C", "N", "C", "C", "N", "C", "C", "H", "H", "H", "H", "C", "H", "C", "C", "N", "C", "C", "C", "C", "C", "C", "N", "C", "H", "H", "H", "H", "H", "N", "O", "O", "H", "H", "H", "H", "H", "H", "H", "H", "H", "H"], "coordinates": [[4.294, 0.280, -1.992], [5.132, 0.929, -1.750], [3.781, 0.689, -2.859], [4.687, -0.701, -2.248], [3.349, 0.199, -0.788], [2.167, -0.624, -0.944], [1.257, -0.211, -1.992], [-0.130, -0.810, -1.697], [0.016, -1.952, -0.818], [1.104, -2.799, -1.252], [2.429, -2.049, -1.026], [2.884, -2.353, -0.079], [3.129, -2.305, -1.839], [1.003, -3.075, -2.317], [1.100, -3.719, -0.667], [-1.230, -2.612, -0.489], [-2.043, -2.268, -1.139], [-1.622, -2.325, 0.976], [-1.847, -0.875, 1.187], [-2.994, -0.289, 0.987], [-2.787, 1.039, 1.234], [-3.661, 2.110, 1.172], [-3.144, 3.361, 1.480], [-1.802, 3.556, 1.840], [-0.927, 2.498, 1.906], [-1.426, 1.235, 1.604], [-0.857, -0.004, 1.573], [0.518, -0.318, 1.851], [0.988, 0.545, 2.318], [1.045, -0.565, 0.924], [0.576, -1.162, 2.539], [0.105, 2.652, 2.180], [-1.476, 4.560, 2.063], [-4.010, 4.501, 1.429], [-3.540, 5.588, 1.702], [-5.170, 4.322, 1.113], [-4.695, 1.989, 0.897], [-2.551, -2.850, 1.198], [-0.831, -2.688, 1.633], [-1.136, -3.694, -0.613], [-0.622, -1.084, -2.648], [-0.764, -0.075, -1.195], [1.197, 0.878, -2.002], [1.602, -0.542, -2.986], [3.004, 1.208, -0.541], [3.898, -0.189, 0.075]], "forces_ev_per_angstrom": [[-0.22, -0.08, 0.25], [0.11, 0.07, -0.03], [0.00, 0.04, -0.13], [0.08, -0.07, -0.08], [0.11, 0.05, -0.11], [0.11, 0.03, -0.22], [-0.04, -0.06, 0.02], [-0.05, 0.12, -0.04], [-0.05, -0.17, -0.12], [0.07, 0.03, -0.03], [0.03, -0.01, 0.06], [0.04, -0.05, -0.03], [0.00, 0.00, 0.07], [-0.01, -0.05, 0.06], [0.00, 0.00, -0.08], [-0.08, -0.03, 0.36], [0.02, -0.07, -0.01], [-0.01, -0.20, -0.37], [-0.13, 0.08, 0.11], [-0.42, -0.47, -0.19], [0.90, 0.28, 0.22], [0.03, 0.28, 0.05], [0.76, -1.11, 0.03], [-0.19, 0.21, -0.02], [0.11, -0.10, 0.01], [-0.77, 0.32, -0.15], [-0.34, -0.04, -0.06], [0.52, -0.17, 0.02], [-0.03, -0.01, 0.07], [0.00, 0.06, 0.18], [0.02, 0.06, 0.04], [0.09, 0.05, 0.03], [0.02, 0.00, 0.01], [-0.46, 0.61, -0.03], [0.03, 0.20, 0.04], [-0.22, 0.01, -0.05], [-0.06, -0.01, -0.02], [0.00, 0.03, 0.13], [-0.01, -0.09, 0.02], [-0.03, 0.04, -0.07], [0.00, 0.02, 0.09], [-0.03, 0.04, -0.06], [0.02, -0.01, -0.08], [0.00, 0.09, 0.01], [0.06, -0.01, 0.07], [-0.01, 0.08, 0.04]], "nbo_charge": [-0.64, 0.22, 0.21, 0.20, -0.20, -0.45, -0.24, -0.21, -0.47, -0.22, -0.22, 0.19, 0.17, 0.16, 0.21, -0.19, 0.20, -0.45, 0.41, -0.49, 0.15, -0.18, -0.01, -0.19, -0.24, 0.12, -0.35, -0.43, 0.21, 0.27, 0.20, 0.22, 0.25, 0.53, -0.39, -0.39, 0.26, 0.24, 0.21, 0.20, 0.17, 0.20, 0.21, 0.17, 0.19, 0.19]}

3.
{"formula": "C16H23N7O6Pr", "method": "ωB97M-V with the def2-TZVPD basis set", "molar_mass_g_mol": 550.3, "relative_energy_kcal_mol": 37.3, "s2": 2.002, "gap_ha": [0.319, 0.319], "e_homo_ev": [-11.46, -11.47], "multiplicity": 3, "total_charge": 1, "elements": ["Pr", "O", "C", "C", "N", "C", "C", "O", "O", "C", "C", "O", "O", "H", "H", "H", "H", "H", "H", "H", "H", "H", "C", "C", "O", "N", "C", "C", "C", "C", "C", "C", "N", "H", "H", "H", "H", "H", "H", "H", "H", "H", "H", "N", "C", "N", "N", "C", "N", "H", "H", "H", "H"], "coordinates": [[-0.128, -0.097, 0.089], [-0.387, -2.625, -0.013], [0.352, -3.407, 0.886], [1.445, -2.547, 1.470], [0.997, -1.379, 2.222], [-0.005, -1.685, 3.223], [-1.505, -1.190, 2.925], [-2.389, -1.501, 3.735], [-1.573, -0.437, 1.838], [2.223, -0.671, 2.766], [2.405, 0.583, 1.893], [2.870, 1.622, 2.384], [2.170, 0.298, 0.632], [-0.843, -3.194, -0.658], [-0.319, -3.863, 1.673], [0.895, -4.174, 0.295], [2.003, -3.170, 2.241], [2.222, -2.236, 0.754], [-0.032, -2.738, 3.470], [0.289, -1.093, 4.077], [2.139, -0.457, 3.777], [3.086, -1.356, 2.592], [2.090, -1.557, -3.626], [1.142, -0.509, -3.045], [1.408, -0.030, -1.941], [0.065, -0.124, -3.746], [-0.896, 0.868, -3.206], [-2.137, 0.190, -2.773], [-2.974, -0.440, -3.692], [-4.234, -0.760, -3.255], [-4.526, -0.717, -1.865], [-3.489, -0.464, -1.013], [-2.372, 0.167, -1.435], [2.930, -1.034, -4.208], [1.495, -2.115, -4.356], [2.457, -2.248, -2.876], [-0.255, -0.731, -4.519], [-1.114, 1.511, -4.112], [-0.310, 1.342, -2.382], [-2.617, -0.530, -4.726], [-5.032, -1.042, -3.947], [-5.523, -0.943, -1.537], [-3.524, -0.705, 0.070], [2.292, 4.282, 1.659], [1.117, 4.701, 2.214], [1.006, 5.911, 2.807], [-0.028, 3.968, 2.096], [-0.157, 3.196, 1.085], [-0.350, 2.397, 0.203], [3.133, 4.850, 1.850], [2.538, 3.279, 1.823], [1.854, 6.445, 3.004], [0.093, 6.158, 3.179]], "forces_ev_per_angstrom": [[0.68, 0.88, 1.25], [-1.12, 0.38, -1.55], [1.00, -1.13, 0.64], [1.12, -0.96, 1.87], [0.14, 0.56, -0.50], [-1.18, 0.83, 0.18], [0.04, -0.48, 0.88], [1.83, 0.82, -2.22], [-0.14, -0.59, 0.46], [-0.46, -0.84, -2.86], [1.33, -0.56, -0.72], [-0.87, -0.73, -0.70], [-0.58, 1.31, 1.44], [0.12, 0.33, 0.45], [0.73, 0.41, -0.91], [-0.50, -0.03, 0.59], [-0.48, 0.05, -1.00], [-0.57, -0.07, -0.14], [-0.01, -0.20, 0.36], [-0.29, -0.23, 0.64], [-0.26, 0.41, 1.85], [-0.33, 0.73, 0.29], [-0.43, 1.05, -1.65], [1.09, -0.70, 0.03], [-0.62, 0.10, 0.49], [-0.47, -0.96, -0.63], [1.47, 0.17, -1.64], [-0.54, -0.33, 1.49], [0.66, 0.82, -0.21], [-1.12, -0.18, 0.83], [0.12, -0.48, -1.84], [0.33, 0.75, 1.32], [0.45, -1.30, -1.01], [-1.12, -0.79, 1.08], [0.39, -0.20, -0.12], [0.17, 0.29, 0.16], [0.55, 0.76, 0.62], [0.26, -0.06, 1.49], [-0.99, 0.33, -0.83], [-0.58, 0.09, 0.33], [0.39, -0.03, 0.18], [-0.08, -0.29, 0.28], [-0.16, 0.55, -0.68], [0.30, 0.43, 1.23], [-0.29, -0.04, -0.61], [0.56, -1.03, -0.30], [0.96, 1.28, 0.14], [-0.29, -3.10, -2.23], [0.45, 2.13, 2.42], [-0.87, -0.18, -0.18], [-0.45, 0.12, -0.43], [-0.81, -0.22, 0.10], [0.50, 0.10, -0.17]], "nbo_charge": [1.69, -0.72, -0.08, -0.25, -0.46, -0.35, 0.81, -0.60, -0.84, -0.31, 0.81, -0.67, -0.78, 0.52, 0.21, 0.20, 0.21, 0.24, 0.21, 0.23, 0.22, 0.22, -0.69, 0.71, -0.64, -0.58, -0.26, 0.21, -0.26, -0.12, -0.24, 0.07, -0.49, 0.27, 0.21, 0.25, 0.41, 0.24, 0.27, 0.22, 0.24, 0.25, 0.25, -0.80, 0.69, -0.76, -0.64, 0.64, -0.67, 0.39, 0.46, 0.41, 0.44]}

4.
{"formula": "C16H23OPd", "method": "ωB97M-V with the def2-TZVPD basis set", "molar_mass_g_mol": 337.8, "relative_energy_kcal_mol": 0.0, "s2": 6.025, "gap_ha": [0.107, 0.170], "e_homo_ev": [0.21, -3.73], "multiplicity": 5, "total_charge": -1, "elements": ["Pd", "C", "C", "C", "H", "C", "C", "H", "H", "H", "H", "C", "C", "C", "H", "C", "C", "H", "H", "H", "H", "O", "C", "C", "C", "C", "C", "H", "H", "H", "H", "H", "H", "H", "H", "H", "H", "C", "H", "H", "H"], "coordinates": [[-1.268, 0.940, 0.283], [-3.230, -0.100, 0.936], [-2.732, -0.678, -0.288], [-1.588, -1.503, 0.038], [-3.193, -0.589, -1.269], [-1.418, -1.441, 1.462], [-2.422, -0.585, 2.002], [-2.628, -0.424, 3.060], [-4.149, 0.490, 1.036], [-1.067, -2.160, -0.643], [-0.701, -2.033, 2.023], [-0.335, 2.592, 1.403], [-0.848, 1.839, 2.509], [-0.005, 0.705, 2.697], [-1.653, 2.169, 3.173], [1.004, 0.715, 1.706], [0.790, 1.855, 0.861], [1.435, 2.192, 0.051], [-0.666, 3.586, 1.099], [-0.080, 0.000, 3.524], [1.860, 0.045, 1.649], [-0.753, 1.215, -2.678], [2.977, -1.752, -1.129], [2.261, -1.617, -2.268], [2.311, -2.604, -0.068], [3.858, -0.550, -0.841], [-0.292, 0.149, -3.054], [1.293, -2.117, -2.442], [2.400, -0.735, -2.911], [0.417, -0.142, -3.883], [-0.412, -0.824, -2.486], [2.931, -3.356, 0.428], [1.438, -3.105, -0.527], [2.000, -1.882, 0.702], [4.896, -0.600, -1.182], [3.809, -0.379, 0.240], [3.404, 0.300, -1.383], [-2.286, 2.402, -0.823], [-1.533, 3.130, -1.164], [-3.014, 2.897, -0.167], [-2.812, 1.958, -1.678]], "forces_ev_per_angstrom": [[0.59, -0.67, 0.83], [-0.13, -0.60, 0.34], [0.44, -1.33, 0.10], [-1.40, 0.94, -0.03], [0.28, 0.04, 0.28], [-0.29, -0.21, -0.28], [-0.95, -0.49, -0.09], [0.23, 0.05, -0.37], [0.64, -0.19, -0.08], [0.11, 0.30, 0.01], [-0.13, 0.23, -0.07], [0.25, -0.17, 0.58], [0.31, 1.18, -0.35], [0.13, -0.19, 0.51], [0.30, -0.31, -0.46], [0.13, 0.97, -0.93], [0.57, 0.02, 0.96], [-0.25, -0.20, 0.24], [0.11, -0.49, 0.03], [0.05, 0.23, -0.30], [-0.46, 0.07, -0.13], [-0.50, 2.11, -0.02], [-1.47, 0.44, -1.42], [-0.67, 0.45, -0.04], [0.46, 0.26, 0.01], [-0.21, -0.18, 0.22], [1.67, -4.23, -0.30], [0.84, -0.18, -0.06], [0.17, -0.63, 0.03], [-0.41, 1.24, -0.03], [-0.44, 0.61, 0.09], [0.14, 0.01, -0.07], [0.41, 0.28, 0.48], [-0.34, -0.42, 0.06], [0.02, -0.29, 0.28], [0.37, 0.34, -0.09], [0.29, -0.17, 0.52], [-0.86, 1.24, -0.72], [-0.36, -0.31, -0.06], [0.01, 0.08, 0.09], [0.34, 0.16, 0.23]], "nbo_charge": [0.85, -0.31, -0.29, -0.34, 0.25, -0.22, -0.28, 0.22, 0.23, 0.24, 0.22, -0.29, -0.30, -0.20, 0.23, -0.27, -0.33, 0.25, 0.25, 0.22, 0.22, -0.72, -0.08, -0.42, -0.63, -0.64, -0.14, 0.19, 0.19, 0.06, 0.02, 0.19, 0.21, 0.20, 0.20, 0.19, 0.22, -0.93, 0.19, 0.15, 0.20]}